The molecule C4H3NO2S at a distorted geometry. Source: the OMol25 dataset; level of theory: ωB97M-V with the def2-TZVPD basis set.

Calculated values
- spin multiplicity = 1
- highest occupied orbital energy (eV) = -9.28
- lowest unoccupied orbital energy (Eh) = -0.009
- SMILES = S=COc1cnco1
- charge = 0
- Kohn-Sham gap (eV) = 9.02
- relative energy (zero: lowest compared OMol25 entry of this formula, charge and spin) (kJ/mol) = 175.6
- E_tot (eV) = -20615.2349

Positions of all 11 atoms, in Å:
S (2.9250, -0.3622, 0.9636)
C (1.5387, 0.0529, 0.2478)
O (0.3612, -0.5013, 0.6129)
C (-0.7920, -0.1331, -0.0003)
C (-2.0586, -0.5465, 0.1869)
N (-2.8709, 0.1350, -0.7084)
C (-2.0678, 0.8840, -1.3663)
O (-0.7532, 0.7787, -0.9979)
H (1.4406, 0.7765, -0.5091)
H (-2.4534, -1.2738, 0.8883)
H (-2.2769, 1.5852, -2.1679)


The molecule C4H3NO2S at a distorted geometry. Source: the OMol25 dataset; level of theory: ωB97M-V with the def2-TZVPD basis set.

Calculated values
- spin multiplicity = 1
- highest occupied orbital energy (eV) = -9.25
- lowest unoccupied orbital energy (Eh) = -0.056
- SMILES = C#CC(=S)N(O)C=O
- charge = 0
- Kohn-Sham gap (eV) = 7.73
- relative energy (zero: lowest compared OMol25 entry of this formula, charge and spin) (kJ/mol) = 582.2
- E_tot (eV) = -20611.0206

Positions of all 11 atoms, in Å:
C (0.8349, -1.6696, -1.6268)
C (1.0097, -1.0541, -0.6303)
C (0.9911, -0.1826, 0.4128)
S (1.8925, -0.6794, 1.7546)
N (-0.0624, 0.7437, 0.6502)
O (-0.1528, 1.8292, 1.5226)
C (-1.1782, 0.5385, -0.2228)
O (-2.3225, 1.1310, -0.0455)
H (1.0450, -2.5840, -2.2901)
H (-0.9621, 2.2000, 1.3823)
H (-1.0950, -0.2726, -0.9070)


A structure of composition C4H3NO3 at a distorted geometry. Source: the OMol25 dataset; level of theory: ωB97M-V with the def2-TZVPD basis set.

Calculated values
- spin multiplicity = 1
- highest occupied orbital energy (eV) = -10.65
- lowest unoccupied orbital energy (Eh) = -0.048
- charge = 0
- Kohn-Sham gap (eV) = 9.35
- relative energy (zero: lowest compared OMol25 entry of this formula, charge and spin) (kJ/mol) = 564.5
- E_tot (eV) = -11823.6829

Positions of all 11 atoms, in Å:
C (2.5391, -0.1626, -0.0979)
C (1.1621, 0.0966, 0.0518)
C (-0.7115, 0.7989, 0.0360)
C (-0.8916, -0.6811, 0.0909)
H (2.9554, 0.1949, 1.2240)
H (3.2402, 0.7029, -0.8213)
H (2.8166, -1.6351, -0.3270)
N (0.6180, 1.3756, 0.2521)
O (-1.7753, 1.4002, -0.2419)
O (-1.8762, -1.4014, 0.1438)
O (0.4107, -1.1491, -0.1927)